{
  "formula": "C21H50BCl42O4PSb",
  "method": "ωB97M-V with the def2-TZVPD basis set",
  "species": ["O", "P", "Sb", "O", "B", "O", "O", "H", "H", "H", "H", "H", "H", "H", "H", "C", "Cl", "Cl", "H", "H", "C", "Cl", "Cl", "H", "H", "C", "Cl", "Cl", "H", "H", "C", "Cl", "Cl", "H", "H", "C", "Cl", "Cl", "H", "H", "C", "Cl", "Cl", "H", "H", "C", "Cl", "Cl", "H", "H", "C", "Cl", "Cl", "H", "H", "C", "Cl", "Cl", "H", "H", "C", "Cl", "Cl", "H", "H", "C", "Cl", "Cl", "H", "H", "C", "Cl", "Cl", "H", "H", "C", "Cl", "Cl", "H", "H", "C", "Cl", "Cl", "H", "H", "C", "Cl", "Cl", "H", "H", "C", "Cl", "Cl", "H", "H", "C", "Cl", "Cl", "H", "H", "C", "Cl", "Cl", "H", "H", "C", "Cl", "Cl", "H", "H", "C", "Cl", "Cl", "H", "H", "C", "Cl", "Cl", "H", "H"],
  "coordinates": [[-1.3784, -3.8537, 3.5610], [-1.7894, -3.1060, 2.2031], [-0.0420, -1.4113, 1.7140], [-1.0910, 0.1270, 2.5765], [-1.0636, 1.2021, 1.5337], [-2.2753, 1.3802, 0.6877], [0.0965, 2.0715, 1.2443], [-3.1388, -2.5614, 2.2664], [-1.7126, -4.1311, 1.1574], [0.7945, -1.7077, 3.2150], [0.9225, -2.6853, 0.9518], [-0.7615, -1.0715, 0.1527], [1.2730, -0.2951, 1.2818], [-3.0475, 1.3178, 1.3412], [0.2581, 1.9331, 0.2451], [4.4020, 0.5470, 2.3988], [3.2118, 1.0258, 1.1826], [4.9267, -1.1230, 2.1524], [5.2698, 1.2070, 2.3265], [3.9524, 0.6360, 3.3907], [-4.0661, -3.9447, 5.4700], [-5.3405, -2.7535, 5.1839], [-4.7088, -5.5904, 5.4112], [-3.2976, -3.8351, 4.7010], [-3.6292, -3.7683, 6.4559], [2.8311, 2.3496, -2.6540], [2.5061, 0.8415, -3.5172], [1.7118, 2.5629, -1.3025], [3.8534, 2.3259, -2.2690], [2.7168, 3.1873, -3.3462], [-0.6498, 3.9657, -4.0384], [-0.6237, 2.3370, -3.3516], [0.9899, 4.5678, -4.3101], [-1.1824, 3.9410, -4.9922], [-1.1646, 4.6357, -3.3455], [0.6631, -2.3198, 6.5256], [1.5654, -2.7199, 5.0591], [-0.6101, -3.5070, 6.8329], [1.3510, -2.3081, 7.3745], [0.2084, -1.3335, 6.4056], [-1.6332, 0.3501, -6.7438], [-0.3504, 0.1825, -5.5391], [-2.0902, 2.0447, -6.9548], [-1.2779, -0.0442, -7.6989], [-2.5076, -0.2157, -6.4133], [-4.6987, 4.7457, -3.6309], [-4.4271, 3.0790, -4.1536], [-3.1705, 5.5532, -3.2603], [-5.2046, 5.2914, -4.4310], [-5.3245, 4.7400, -2.7351], [4.4913, -4.5123, 6.5447], [4.7629, -6.1790, 6.0220], [6.0195, -3.7048, 6.9153], [3.9854, -3.9666, 5.7446], [3.8655, -4.5180, 7.4405], [4.2083, -2.9819, -0.8455], [2.9339, -1.7908, -1.1316], [3.5656, -4.6277, -0.9042], [4.9768, -2.8724, -1.6145], [4.6452, -2.8056, 0.1405], [-2.2616, 7.8319, -0.5232], [-2.6207, 9.5599, -0.4240], [-0.6565, 7.5541, -1.2099], [-2.2981, 7.4027, 0.4810], [-3.0085, 7.3492, -1.1582], [1.5480, -2.7982, 10.6596], [2.4503, -3.1982, 9.1930], [0.2748, -3.9853, 10.9668], [2.2360, -2.7865, 11.5084], [1.0933, -1.8118, 10.5395], [-0.9535, -3.2850, -9.1380], [0.3293, -3.4525, -7.9333], [-1.4106, -1.5904, -9.3490], [-0.5983, -3.6792, -10.0931], [-1.8280, -3.8508, -8.8075], [4.0028, 3.3816, -6.7170], [2.8473, 2.1360, -6.2292], [3.8153, 4.8417, -5.7382], [5.0170, 2.9956, -6.5894], [3.8330, 3.6329, -7.7668], [-3.5010, 5.4943, -8.8716], [-5.0333, 4.8996, -9.5222], [-3.4288, 5.2807, -7.1183], [-2.6799, 4.9393, -9.3317], [-3.4042, 6.5574, -9.1048], [6.2441, 5.2673, -2.8923], [6.2702, 3.6386, -2.2055], [7.8838, 5.8695, -3.1640], [5.7116, 5.2427, -3.8461], [5.7293, 5.9373, -2.1994], [-5.3446, -0.4502, -3.1074], [-4.4423, -0.8503, -4.5739], [-6.6179, -1.6374, -2.8002], [-4.6567, -0.4386, -2.2585], [-5.7993, 0.5361, -3.2275], [-7.5884, -2.6342, 2.4616], [-8.1121, -4.3226, 2.4748], [-7.2980, -2.0711, 0.8113], [-8.3667, -2.0168, 2.9165], [-6.6633, -2.5443, 3.0361], [0.9714, -6.2547, 13.9015], [0.9975, -7.8834, 14.5883], [2.6111, -5.6526, 13.6298], [0.4388, -6.2794, 12.9477], [0.4566, -5.5847, 14.5944], [-4.7813, 8.1058, -11.9022], [-3.2193, 7.3337, -11.6036], [-5.6630, 8.3627, -10.3917], [-4.6141, 9.0715, -12.3853], [-5.3761, 7.4639, -12.5566], [3.6726, -9.3985, 17.1129], [3.9442, -11.0652, 16.5902], [5.2008, -8.5910, 17.4835], [3.1667, -8.8527, 16.3129], [3.0468, -9.4041, 18.0087], [4.6815, -0.1148, -8.7081], [4.5827, -0.6250, -10.3977], [5.6558, 1.3508, -8.5421], [3.6732, 0.0844, -8.3371], [5.1393, -0.9147, -8.1211]],
  "mulliken_charge": [-0.656, 0.204, 0.688, -0.663, 0.817, -0.509, -0.589, -0.059, 0.036, -0.185, -0.159, -0.112, -0.188, 0.247, 0.172, -0.472, 0.056, -0.176, 0.328, 0.276, 0.482, -0.202, -0.194, -0.257, 0.147, 0.393, -0.102, -0.093, 0.025, -0.219, 0.576, -0.115, -0.220, 0.001, -0.333, 0.069, -0.100, -0.098, -0.059, 0.250, 0.305, -0.030, -0.125, -0.202, 0.038, -0.486, -0.048, -0.093, 0.325, 0.346, 0.441, -0.173, -0.177, 0.009, -0.092, -0.061, 0.010, -0.189, 0.308, -0.078, -0.024, -0.181, -0.133, 0.294, 0.034, -0.341, -0.104, -0.144, 0.266, 0.296, -0.279, -0.129, -0.143, 0.291, 0.271, -0.407, 0.033, -0.176, 0.212, 0.392, -0.281, -0.150, -0.086, 0.288, 0.199, 0.136, -0.150, -0.179, -0.107, 0.291, -0.143, -0.168, -0.185, 0.262, 0.194, 0.161, -0.163, -0.125, 0.267, -0.137, -0.166, -0.170, -0.156, 0.188, 0.292, -0.260, -0.135, -0.132, 0.300, 0.252, 0.100, -0.154, -0.156, -0.045, 0.258, -0.040, -0.169, -0.158, 0.078, 0.289],
  "e_tot_ev": -573222.317,
  "homo_lumo_gap_ev": 5.6037,
  "total_charge": -1,
  "homo_energy_ev": -4.23,
  "lumo_energy_ev": 1.37
}

{
  "formula": "C21H50ClN6O10V",
  "method": "ωB97M-V with the def2-TZVPD basis set",
  "species": ["O", "V", "Cl", "O", "O", "O", "O", "C", "C", "N", "C", "C", "C", "C", "H", "H", "H", "H", "H", "H", "H", "H", "H", "H", "H", "H", "H", "H", "H", "C", "O", "N", "C", "C", "H", "H", "H", "H", "H", "H", "H", "C", "O", "N", "C", "C", "H", "H", "H", "H", "H", "H", "H", "C", "O", "N", "C", "C", "H", "H", "H", "H", "H", "H", "H", "C", "O", "N", "C", "C", "H", "H", "H", "H", "H", "H", "H", "C", "O", "N", "C", "C", "H", "H", "H", "H", "H", "H", "H"],
  "coordinates": [[0.7584, -2.9461, -4.2285], [1.1750, -4.4562, -4.4872], [0.6447, -0.8999, -1.3758], [0.8480, -2.3226, -1.4664], [0.2218, -0.3762, -2.6450], [-0.3819, -0.6030, -0.3923], [1.8797, -0.2999, -0.9573], [-5.6454, 3.2229, 1.0086], [-4.3694, 2.4137, 1.1851], [-4.6182, 0.9907, 1.4314], [-5.5551, 0.6299, 2.4870], [-5.1011, 1.1363, 3.8784], [-3.3449, 0.2595, 1.4710], [-3.4809, -1.2273, 1.2206], [-5.4914, 4.2858, 0.8005], [-6.3367, 3.1842, 1.8464], [-6.1044, 2.9660, 0.0483], [-3.8225, 2.4896, 0.2450], [-3.7499, 2.8299, 1.9849], [-6.5017, 1.1175, 2.2585], [-5.7286, -0.4414, 2.5205], [-5.8334, 0.6803, 4.5453], [-4.1426, 0.7092, 4.1659], [-5.1353, 2.2187, 3.9434], [-2.7618, 0.4706, 2.3721], [-2.7218, 0.6470, 0.6609], [-2.4946, -1.6643, 1.0666], [-4.0950, -1.4386, 0.3457], [-3.8825, -1.8338, 2.0381], [-0.7575, -4.2135, 0.8378], [-1.0192, -5.2009, 0.1882], [-0.2796, -4.2239, 2.1073], [0.0982, -3.0063, 2.7756], [-0.1300, -5.4483, 2.8388], [-0.8487, -3.1795, 0.4735], [-0.0899, -2.1487, 2.1249], [1.1522, -2.9916, 3.0481], [-0.4518, -2.8032, 3.7006], [0.9082, -5.7803, 2.9426], [-0.5655, -5.4259, 3.8401], [-0.6400, -6.2492, 2.3012], [4.0233, 4.3095, -0.2613], [3.8389, 3.8508, -1.3722], [4.1385, 3.5627, 0.8570], [4.5617, 4.1585, 2.1151], [4.0697, 2.1287, 0.8542], [4.0658, 5.3883, -0.0385], [3.7765, 4.0853, 2.8730], [4.7875, 5.2212, 2.0536], [5.4447, 3.6218, 2.4633], [5.0161, 1.6295, 1.0912], [3.3514, 1.7893, 1.6063], [3.7524, 1.7014, -0.0940], [1.3277, 1.8789, -4.5891], [0.8304, 2.9679, -4.7422], [2.6548, 1.6032, -4.5807], [3.1104, 0.2505, -4.4300], [3.6661, 2.6481, -4.4814], [0.7416, 0.9599, -4.4277], [3.9567, 0.0185, -5.0835], [2.3148, -0.4426, -4.7101], [3.4337, 0.0278, -3.4072], [3.1644, 3.5990, -4.6340], [4.0434, 2.5983, -3.4575], [4.4897, 2.5107, -5.1813], [-2.0602, 1.5136, -3.1043], [-2.0588, 2.6433, -3.5506], [-2.9743, 1.0827, -2.1956], [-2.9657, -0.2542, -1.6285], [-4.1146, 1.9052, -1.8278], [-1.2601, 0.7978, -3.3455], [-2.5078, -0.2108, -0.6289], [-2.3194, -0.9023, -2.2156], [-3.9834, -0.6181, -1.4942], [-4.9802, 1.5137, -2.3701], [-4.2838, 1.7691, -0.7524], [-3.9983, 2.9700, -1.9861], [5.2212, -3.6966, 1.8645], [4.8637, -4.5880, 2.6119], [4.3814, -2.9151, 1.1343], [2.9654, -3.2233, 1.0976], [4.8622, -1.6796, 0.5453], [6.2785, -3.4373, 1.6908], [2.7577, -3.9915, 1.8344], [2.5630, -3.4412, 0.1097], [2.4635, -2.3133, 1.4427], [5.9000, -1.4728, 0.8042], [4.8329, -1.7263, -0.5458], [4.2518, -0.8637, 0.9368]],
  "mulliken_spin": [0.001, -0.001, 0.002, 0.000, -0.001, -0.002, 0.000, 0.016, -0.021, 0.744, -0.004, 0.092, -0.008, 0.052, -0.002, 0.002, -0.001, 0.027, 0.054, 0.009, 0.005, 0.000, -0.001, 0.000, 0.058, -0.001, -0.011, -0.007, 0.000, 0.000, 0.000, 0.000, 0.000, 0.000, 0.000, 0.000, 0.000, 0.000, 0.000, 0.000, 0.000, 0.000, 0.000, 0.000, 0.000, 0.000, 0.000, 0.000, 0.000, 0.000, 0.000, 0.000, 0.000, 0.000, 0.000, 0.000, 0.000, 0.000, 0.000, 0.000, 0.000, 0.000, 0.000, 0.000, 0.000, 0.000, 0.004, 0.011, 0.002, -0.046, -0.001, -0.002, -0.001, 0.004, 0.005, 0.024, 0.001, 0.000, 0.000, 0.000, 0.000, 0.000, 0.000, 0.000, 0.000, 0.000, 0.000, 0.000, 0.000],
  "e_tot_ev": -90191.711,
  "homo_lumo_gap_ev": [3.6458, 3.1156],
  "spin_multiplicity": 2,
  "total_charge": 1,
  "homo_energy_ev": [-9.70, -9.70],
  "s2": 0.81,
  "lumo_energy_ev": [-6.06, -6.59]
}

{
  "formula": "C21H50NO8P2",
  "method": "ωB97M-V with the def2-TZVPD basis set",
  "species": ["C", "C", "C", "C", "N", "C", "C", "C", "C", "C", "H", "H", "H", "H", "H", "H", "H", "H", "H", "H", "H", "H", "H", "H", "H", "H", "H", "H", "H", "H", "O", "P", "O", "C", "C", "O", "C", "C", "O", "C", "C", "H", "H", "H", "H", "H", "H", "H", "H", "H", "H", "H", "H", "H", "H", "H", "O", "P", "O", "C", "C", "O", "C", "C", "O", "C", "C", "H", "H", "H", "H", "H", "H", "H", "H", "H", "H", "H", "H", "H", "H", "H"],
  "coordinates": [[0.1409, -3.6839, 2.4405], [1.3053, -3.2031, 3.3343], [2.0873, -2.0904, 2.6479], [3.2453, -1.4443, 3.4779], [3.0962, -0.0210, 3.6606], [2.6498, 0.3769, 4.9592], [1.5205, -0.4720, 5.5804], [2.1027, 1.8263, 4.8008], [1.1575, 1.9463, 3.6127], [0.2182, 3.1736, 3.7578], [-0.3343, -2.8454, 1.9373], [-0.6151, -4.1367, 3.0897], [0.4976, -4.4334, 1.7365], [0.8612, -2.8776, 4.2756], [1.9769, -4.0346, 3.5578], [2.5153, -2.5138, 1.7286], [1.4456, -1.2743, 2.3161], [4.1546, -1.5769, 2.8670], [3.4194, -2.0063, 4.4160], [3.4980, 0.4744, 5.6841], [1.8941, -1.4095, 5.9933], [0.6988, -0.6527, 4.8903], [1.1108, 0.0682, 6.4466], [1.6382, 2.1791, 5.7273], [2.9722, 2.4533, 4.5792], [0.5130, 1.0725, 3.5095], [1.7031, 2.0203, 2.6769], [-0.2529, 3.0843, 4.7360], [0.8239, 4.0743, 3.6661], [-0.5408, 3.0851, 2.9788], [-2.4564, 4.6229, -3.2621], [-1.6714, 5.3456, -2.2538], [-1.9838, 4.7868, -0.7878], [-1.7181, 3.4050, -0.4781], [-0.2386, 3.1263, -0.3126], [-2.3996, 6.8006, -2.1343], [-3.2799, 7.2731, -3.1493], [-4.7255, 7.1041, -2.7275], [-0.1894, 5.8693, -2.1314], [0.2085, 7.0698, -1.4497], [-0.0286, 7.0508, 0.0419], [-2.1507, 2.7651, -1.2505], [-2.2430, 3.1994, 0.4532], [0.2970, 3.2713, -1.2538], [-0.0775, 2.1003, 0.0178], [0.2031, 3.8002, 0.4207], [-3.0890, 6.7710, -4.0968], [-3.0559, 8.3335, -3.2913], [-4.9044, 6.0912, -2.3687], [-5.3996, 7.3091, -3.5608], [-4.9649, 7.7843, -1.9084], [-0.2504, 7.9396, -1.9155], [1.2793, 7.1496, -1.6400], [-1.0891, 7.1152, 0.2803], [0.4721, 7.9085, 0.4936], [0.3626, 6.1400, 0.4925], [0.1012, -3.8151, -1.2401], [0.1959, -4.9319, -2.1807], [0.3294, -4.3709, -3.6877], [1.4482, -3.5386, -4.0193], [2.7388, -4.3262, -4.1501], [-1.3183, -5.5192, -2.2811], [-2.2835, -5.2225, -1.2678], [-3.2322, -4.1374, -1.7320], [0.9401, -6.3268, -2.2657], [0.4087, -7.4978, -2.8986], [0.2176, -7.3762, -4.3927], [1.5526, -2.7476, -3.2731], [1.2024, -3.0666, -4.9698], [3.0354, -4.7589, -3.1930], [3.5444, -3.6781, -4.4959], [2.6211, -5.1488, -4.8562], [-1.7966, -4.9412, -0.3352], [-2.8360, -6.1466, -1.0815], [-2.6787, -3.2883, -2.1313], [-3.8595, -3.7945, -0.9085], [-3.8756, -4.5095, -2.5317], [-0.5101, -7.8104, -2.4069], [1.1450, -8.2769, -2.6960], [-0.6103, -6.7130, -4.6376], [-0.0043, -8.3614, -4.8064], [1.1141, -6.9872, -4.8739]],
  "mulliken_charge": [-1.214, -0.054, -0.419, -0.658, -0.747, 0.375, -1.420, -1.305, 0.017, -1.263, 0.303, 0.396, 0.193, 0.171, 0.305, 0.299, 0.012, 0.422, 0.287, 0.172, 0.423, 0.070, 0.480, 0.456, 0.377, 0.115, 0.289, 0.495, 0.254, 0.160, -0.786, 0.891, -0.215, -0.358, -0.865, -0.319, -0.367, -1.087, -0.290, -0.177, -0.878, 0.297, 0.330, 0.365, 0.407, 0.037, 0.371, 0.315, 0.278, 0.369, 0.288, 0.226, 0.355, 0.265, 0.403, 0.149, -0.667, 0.870, -0.254, -0.320, -0.942, -0.363, -0.088, -1.155, -0.312, -0.205, -0.902, 0.307, 0.306, 0.268, 0.410, 0.182, 0.162, 0.320, 0.281, 0.379, 0.309, 0.238, 0.354, 0.274, 0.400, 0.151],
  "e_tot_ev": -59038.701,
  "homo_lumo_gap_ev": 3.5688,
  "total_charge": -1,
  "de_lowest_kj_mol": 118.7,
  "homo_energy_ev": -1.27,
  "lumo_energy_ev": 2.29
}